A cluster of 15 separate species, C37H96Br2F15N8O23S5 in total in a non-equilibrium geometry. Source: the OMol25 dataset; level of theory: ωB97M-V with the def2-TZVPD basis set.

Structure (ORCA input):
```
! RIJCOSX wB97M-V def2-TZVPD def2/J DEFGRID3
* xyz 1 1
C -0.9778 4.5678 0.7827
C -2.4669 4.4665 0.4251
C -3.4261 4.9096 1.5764
O -2.9753 4.2449 2.8027
C -3.9839 4.3833 3.7659
N -2.8162 5.3057 -0.7726
H -2.1490 5.1299 -1.5102
H -3.7538 5.1514 -1.1150
H -2.9582 6.2995 -0.6623
H -0.4295 4.3871 -0.1419
H -0.7141 3.7884 1.4976
H -0.7862 5.5199 1.2775
H -2.6708 3.4591 0.0621
H -4.4297 4.5327 1.3795
H -3.4591 5.9968 1.6482
H -4.7479 3.6408 3.5358
H -4.4954 5.3440 3.8253
H -3.6356 4.1743 4.7774
C 0.3786 0.0155 -7.9919
C 0.5180 0.6043 -6.6011
C 1.9794 0.3807 -6.1019
O 2.0331 0.7411 -4.7223
C 3.3107 0.8733 -4.1190
N 0.3354 2.0820 -6.8870
H 0.5300 2.7262 -6.1338
H 0.8226 2.3946 -7.7146
H -0.6601 2.2372 -6.9579
H 0.4015 -1.0683 -7.8786
H 1.0399 0.3171 -8.8043
H -0.6833 0.1693 -8.1841
H -0.2307 0.3939 -5.8373
H 2.6476 0.9045 -6.7854
H 2.3341 -0.6435 -6.2173
H 3.9640 1.7158 -4.3460
H 3.9422 0.1056 -4.5660
H 3.1858 0.6983 -3.0504
C 2.9914 -3.7617 -0.1587
C 1.8462 -4.0213 0.8763
C 0.2788 -3.9191 0.3969
O 0.2941 -5.0928 -0.5448
C -0.8616 -5.0954 -1.4292
N 1.9939 -5.3376 1.6999
H 2.0903 -6.2174 1.2132
H 2.8080 -5.3290 2.2976
H 1.2107 -5.4870 2.3199
H 2.9184 -3.0099 -0.9445
H 3.1523 -4.7454 -0.5997
H 3.8868 -3.5909 0.4390
H 1.9336 -3.3009 1.6897
H 0.0641 -2.9664 -0.0871
H -0.5267 -4.1282 1.1008
H -1.8228 -5.3288 -0.9713
H -0.7128 -5.9986 -2.0209
H -1.0470 -4.1552 -1.9485
C -2.0591 -2.1847 -5.6960
C -2.7679 -1.8142 -4.4565
C -2.2354 -0.5671 -3.5588
O -2.5939 0.7314 -4.1227
C -2.3295 1.8768 -3.2669
N -4.2632 -1.3849 -4.8779
H -4.3306 -0.5001 -5.3603
H -4.7585 -2.0518 -5.4524
H -4.8292 -1.3874 -4.0413
H -1.8102 -1.3106 -6.2977
H -2.6539 -2.8703 -6.2996
H -1.0727 -2.6175 -5.5295
H -2.9183 -2.6710 -3.7996
H -1.1653 -0.5656 -3.3512
H -2.6519 -0.5300 -2.5522
H -2.8733 1.9679 -2.3266
H -2.8201 2.6670 -3.8353
H -1.2937 2.2150 -3.2966
C -0.9344 0.5568 6.2816
C -0.9723 0.2257 4.7841
C -1.3290 1.3660 3.8968
O -1.3930 0.8351 2.5099
C -2.6994 0.3940 2.2226
N 0.2779 -0.5630 4.2426
H 0.3678 -0.3813 3.2531
H 1.1754 -0.2351 4.5696
H 0.3172 -1.5572 4.4163
H -1.9132 0.9845 6.4986
H -0.2620 1.4089 6.3815
H -0.6244 -0.1563 7.0454
H -1.8115 -0.4546 4.6393
H -0.4904 2.0576 3.9783
H -2.2374 1.9080 4.1599
H -3.1527 -0.2550 2.9719
H -2.7108 -0.0820 1.2421
H -3.3736 1.2192 1.9932
C 2.3915 6.1945 1.5339
C 2.6465 4.7034 1.1677
C 3.9553 4.5584 0.2920
O 4.5500 3.2808 0.3670
C 5.8890 3.2673 -0.2846
N 2.7724 3.9492 2.4839
H 3.0953 4.5040 3.2637
H 1.9330 3.5266 2.8539
H 3.3537 3.1738 2.1995
H 2.4302 6.8751 0.6834
H 3.0524 6.5937 2.3033
H 1.3684 6.2345 1.9077
H 1.7916 4.3529 0.5894
H 4.6793 5.1684 0.8323
H 3.9563 4.7951 -0.7719
H 6.3851 2.3478 0.0261
H 6.6005 4.0274 0.0379
H 5.6986 3.1913 -1.3551
C 4.2272 -1.6779 3.0837
C 5.2829 -0.7417 2.7995
C 5.9245 -1.0661 1.3993
O 6.9782 -0.0995 1.1358
C 7.9087 -0.4399 0.1484
N 4.5908 0.6858 2.6463
H 3.8626 0.6405 1.9479
H 4.1571 0.7767 3.5538
H 5.2222 1.4626 2.5122
H 4.7077 -2.6389 3.2676
H 3.5835 -1.9976 2.2643
H 3.5804 -1.4062 3.9179
H 6.0248 -0.5618 3.5774
H 5.2203 -1.0830 0.5675
H 6.2825 -2.0918 1.3115
H 8.6075 0.3384 -0.1585
H 7.5527 -0.7721 -0.8268
H 8.5701 -1.2971 0.2740
C -3.5265 -3.6944 2.9685
C -3.7889 -5.0608 3.6453
C -4.7118 -6.0091 2.7717
O -4.9164 -7.3181 3.2978
C -5.7850 -7.6036 4.3291
N -2.5182 -5.7845 4.0258
H -1.8689 -5.6744 3.2600
H -2.0831 -5.6436 4.9264
H -2.7494 -6.7628 4.1228
H -2.5617 -3.2827 3.2647
H -4.2344 -2.9194 3.2626
H -3.5715 -3.7668 1.8818
H -4.2612 -4.7710 4.5839
H -4.1135 -6.1263 1.8681
H -5.6650 -5.5342 2.5395
H -5.4679 -7.1149 5.2503
H -5.8589 -8.6622 4.5782
H -6.7704 -7.2191 4.0658
C -5.9863 -2.3537 0.2378
F -6.3563 -3.2559 1.1190
F -7.0086 -1.5243 -0.0757
F -4.8988 -1.7700 0.6873
S -5.3363 -3.3788 -1.3058
O -4.9411 -2.3969 -2.3073
O -4.2243 -4.1524 -0.7251
O -6.4495 -4.2589 -1.8365
C 1.7187 4.5730 -2.7665
F 1.6947 5.1941 -1.6242
F 2.7991 5.0372 -3.4516
F 1.7943 3.2813 -2.5290
S 0.2023 4.9716 -3.7952
O -0.9655 4.7200 -2.9505
O 0.5289 6.3485 -4.1513
O 0.2826 4.0454 -4.9372
C -0.5150 5.1826 4.8230
F -0.4269 4.5573 3.6140
F -1.6489 5.7560 4.9528
F -0.4082 4.1848 5.8047
S 0.9924 6.4462 4.9893
O 0.7863 7.4964 4.0332
O 1.0753 6.8668 6.3603
O 2.2131 5.6559 4.6701
C 0.3446 0.3511 -0.4754
F 0.8700 1.0619 -1.5328
F -0.8086 0.9377 -0.1264
F 0.0485 -0.8433 -0.9319
S 1.7276 0.3137 0.8756
O 1.2775 -0.8231 1.7142
O 2.9648 0.0185 0.0881
O 1.6922 1.4549 1.7720
C 0.9047 -4.5391 -5.3278
F 2.1076 -4.7896 -4.7675
F -0.0276 -4.3892 -4.3077
F 0.9415 -3.4310 -6.0946
S 0.3863 -5.9900 -6.4347
O 1.4717 -6.2305 -7.3892
O 0.1351 -7.1416 -5.5343
O -0.8396 -5.4415 -6.9917
Br 0.5717 -3.9990 4.5265
Br 2.6517 1.6891 5.3585
*
```

## Properties
orbital gap: 6.659 eV
E: -333949.59331 eV
LUMO energy: -0.099 Eh